The following is a DFT calculation (ωB97M-V/def2-TZVPD) of a molecular structure, C56H57GeN4Pd.

Properties
Total charge: +2
Multiplicity: 2
E_LUMO (spin up / spin down) in eV: -7.57 / -7.43

The geometry in XYZ format:
```
119
Properties=species:S:1:pos:R:3:forces:R:3
Pd -0.3300 0.3282 0.2278 2.1 1.2 1.7
N 1.1802 0.3552 2.0283 -0.6 -0.7 -0.2
C 0.9918 1.5655 2.7666 0.2 0.4 0.5
C 1.9782 2.0609 3.5909 -0.4 -0.5 -0.5
C 1.7602 3.1944 4.3785 -0.3 0.4 0.1
C 0.5582 3.8492 4.3289 0.3 -0.1 0.1
C -0.4607 3.4085 3.4644 0.0 -0.3 -0.3
C -1.7004 4.0714 3.3531 -0.1 -0.3 -0.3
C -2.6478 3.5864 2.4849 0.2 0.2 0.4
C -2.3401 2.4682 1.7091 0.2 -0.3 -0.2
N -1.1792 1.8421 1.7671 -0.3 -0.6 -0.6
C -0.2432 2.2561 2.6584 0.3 0.3 0.2
H 2.1760 0.1647 1.9156 -0.3 0.0 -0.3
H 0.7797 -0.4175 2.5650 0.3 0.1 0.1
H 2.9284 1.5505 3.6435 0.1 -0.1 0.0
H 2.5429 3.5361 5.0368 0.1 0.1 0.1
H 0.3691 4.7072 4.9521 0.0 0.2 0.1
H -1.8824 4.9574 3.9415 -0.1 0.1 0.1
H -3.6137 4.0534 2.3877 -0.1 0.1 0.0
H -3.0813 2.0747 1.0200 0.0 0.0 0.0
N -1.7538 1.2608 -1.3933 -0.3 0.2 1.5
C -1.7651 1.1940 -2.7676 0.1 -0.8 -1.7
C -1.8836 2.3647 -3.5270 0.1 -0.3 0.3
C -1.8373 2.3099 -4.9037 0.0 -0.1 -0.1
C -1.6977 1.0920 -5.5609 -0.1 -0.1 0.1
C -1.6522 -0.0777 -4.8246 -0.2 0.4 0.1
C -1.6605 -0.0426 -3.4359 -0.5 0.8 0.3
C -1.8635 -1.2846 -2.6618 -0.2 0.1 0.0
C -3.1886 -1.7262 -2.6740 0.0 -0.1 0.1
C -3.5736 -2.8588 -1.9893 0.0 -0.1 0.1
C -2.6243 -3.5567 -1.2581 0.0 0.0 0.0
C -1.3123 -3.1206 -1.2306 0.0 -0.1 0.0
C -0.8994 -1.9825 -1.9315 0.1 -0.1 -0.1
H -1.7295 0.3882 -0.8145 -2.2 0.3 -1.5
H -2.2041 2.0773 -0.9937 0.2 -0.4 0.2
H -2.0119 3.3128 -3.0268 0.0 0.2 0.1
H -1.9215 3.2184 -5.4755 0.0 0.2 -0.1
H -1.6587 1.0548 -6.6375 -0.1 0.0 -0.1
H -1.6148 -1.0348 -5.3187 0.0 -0.2 -0.1
H -3.9080 -1.1624 -3.2516 0.0 0.0 0.0
H -4.6000 -3.1893 -2.0266 -0.1 -0.1 0.0
H -2.9035 -4.4530 -0.7264 0.0 -0.1 0.1
H -0.5819 -3.6995 -0.6892 0.1 -0.1 0.1
C -3.5992 -1.5883 1.3768 0.8 0.8 -0.7
Ge -1.6203 -1.2770 1.6921 -1.0 -1.6 2.9
C -1.4650 -0.6156 3.6122 0.1 0.1 -1.4
C -0.3611 -0.9546 4.3882 0.0 -0.2 0.0
C -0.2119 -0.4409 5.6643 0.1 -0.1 0.1
C -1.1739 0.3992 6.1939 0.1 0.1 0.1
C -2.2844 0.7260 5.4362 -0.3 0.0 -0.1
C -2.4231 0.2289 4.1507 -0.2 0.1 0.1
C -0.5586 -2.9779 1.9796 0.8 1.1 -1.2
C 0.6967 -2.9894 1.4045 -0.6 0.5 0.0
C 1.5161 -4.1172 1.4222 0.3 -0.7 0.3
C 1.0973 -5.2511 2.0764 0.3 0.5 -0.3
C -0.1242 -5.2529 2.7770 -0.2 0.2 0.0
C -0.5173 -6.3678 3.5485 -0.4 0.0 0.3
C -1.6543 -6.3263 4.3176 0.6 -0.3 -0.3
C -2.4589 -5.1835 4.3117 -0.1 0.6 -0.2
C -2.1251 -4.0991 3.5356 -0.3 -0.3 0.3
C -0.9607 -4.0964 2.7458 -0.2 -0.2 0.1
H -3.8444 -2.6149 1.6241 0.3 -0.2 0.1
H -3.8781 -1.4145 0.3406 0.0 0.0 -0.1
H -4.1871 -0.9254 2.0049 0.1 0.1 0.1
H 0.3793 -1.6610 4.0273 0.0 0.0 0.0
H 0.6552 -0.7107 6.2451 0.1 -0.1 0.1
H -1.0653 0.7851 7.1960 0.0 0.1 0.1
H -3.0498 1.3658 5.8463 -0.1 0.1 0.1
H -3.2963 0.4953 3.5702 -0.1 0.1 0.0
H 1.0362 -2.0895 0.8948 0.1 -0.2 0.0
H 2.4747 -4.0951 0.9240 0.1 0.0 0.0
H 1.7199 -6.1339 2.0929 0.0 -0.1 0.0
H 0.1018 -7.2533 3.5314 0.1 0.0 0.1
H -1.9227 -7.1699 4.9331 0.0 -0.1 0.0
H -3.3397 -5.1552 4.9331 -0.1 0.1 0.1
H -2.7300 -3.2057 3.5668 -0.2 0.0 0.1
C 1.5147 -4.0737 -2.4430 -0.3 -0.3 0.0
C 1.1905 -2.7160 -2.9516 0.4 0.1 -2.4
C 1.3610 -2.3964 -4.2891 0.1 -2.2 2.4
C 1.2492 -1.0945 -4.7613 -0.1 3.7 1.8
C 1.4571 -0.7644 -6.1961 -0.1 -0.1 -0.1
C 1.0882 -0.0412 -3.8170 1.0 -1.3 -2.9
C 0.9684 -0.2842 -2.4516 0.0 0.4 2.4
C 0.6152 -1.7007 -2.0163 -0.1 0.5 0.1
N 1.1197 0.5745 -1.4448 0.0 -2.3 -0.8
C 1.8654 1.8116 -1.5080 -0.3 1.3 -0.2
C 0.9227 2.9670 -1.9198 0.4 0.0 0.1
C 1.6650 4.2989 -1.8950 -0.3 0.2 -0.1
C 2.1420 4.5982 -0.4761 0.0 -0.2 -0.1
C 3.0926 3.4846 -0.0450 0.1 0.1 0.2
C 4.2951 3.4595 -0.9845 -0.1 -0.1 0.0
C 3.8072 3.1291 -2.3926 0.3 0.1 -0.1
C 2.8506 4.2295 -2.8524 0.0 -0.1 0.1
C 3.1057 1.7693 -2.4128 -0.1 0.0 0.0
C 2.3600 2.1456 -0.0905 -0.1 0.1 -0.3
H 2.3260 -4.5235 -3.0106 0.0 0.0 -0.1
H 0.6465 -4.7321 -2.5363 0.0 -0.1 0.1
H 1.8030 -4.0525 -1.3951 0.0 0.0 0.1
H 1.6480 -3.1787 -4.9771 0.2 -0.1 0.0
H 1.2740 -1.6319 -6.8234 0.0 0.0 -0.1
H 2.4893 -0.4513 -6.3640 0.1 0.0 0.1
H 0.8181 0.0570 -6.5135 0.0 0.0 0.0
H 1.0777 0.9713 -4.1908 0.0 0.0 0.0
H 1.0359 -1.8564 -1.0125 -0.1 0.1 -0.4
H 0.0931 2.9999 -1.2027 0.0 0.0 -0.1
H 0.5173 2.7810 -2.9143 0.0 0.0 0.0
H 0.9692 5.0807 -2.2201 0.1 0.0 0.0
H 1.2891 4.6488 0.2067 -0.1 0.1 0.0
H 2.6560 5.5588 -0.4497 0.0 0.1 0.1
H 3.4271 3.6635 0.9828 0.0 0.0 0.0
H 5.0304 2.7272 -0.6474 0.1 -0.1 0.0
H 4.7784 4.4372 -0.9861 0.1 0.0 0.0
H 4.6637 3.0839 -3.0716 0.0 0.0 0.0
H 2.4976 4.0253 -3.8643 0.0 0.0 -0.1
H 3.3731 5.1856 -2.8644 0.0 0.1 -0.1
H 3.7840 0.9982 -2.0396 0.0 -0.1 0.0
H 2.8509 1.5185 -3.4395 0.0 0.0 0.0
H 1.4856 2.2066 0.5644 0.1 0.0 -0.1
H 3.0299 1.3511 0.2458 0.0 -0.2 0.1
```
Forces are in eV/Å.

The following is a DFT calculation (ωB97M-V/def2-TZVPD) of a molecular structure, C33H40IrN7PSe.

Properties
Total charge: +2
Multiplicity: 2
E_LUMO (spin up / spin down) in eV: -7.65 / -7.66

The geometry in XYZ format:
```
83
Properties=species:S:1:pos:R:3:forces:R:3
Ir 0.3610 -0.3582 0.8800 -2.2 1.2 -2.8
N -1.1790 0.5235 4.9919 -0.1 0.1 -0.6
C -1.4861 0.5995 3.6937 -0.3 0.1 -0.2
N -0.4483 0.2088 2.9790 1.1 -1.0 -0.6
C 0.4986 -0.1070 3.9196 -1.3 0.4 0.6
N 0.0604 0.0805 5.1478 1.1 -0.4 0.1
C 1.7845 -0.6314 3.5401 0.9 -0.4 -0.2
C 2.6730 -1.1873 4.4694 -0.6 0.5 -0.2
N 3.8444 -1.6474 4.1050 0.6 -0.3 0.1
C 4.1729 -1.5840 2.8229 -0.1 0.2 0.2
C 3.2875 -1.1024 1.8745 -0.1 0.2 -0.4
N 2.0866 -0.6211 2.2195 -0.8 -0.8 0.6
H -1.7402 0.7560 5.8026 0.0 0.0 -0.1
H -2.4360 0.9082 3.3099 -0.3 0.1 -0.1
H 2.4107 -1.2439 5.5151 -0.1 0.0 0.1
H 5.1628 -1.9202 2.5564 0.1 -0.1 -0.2
H 3.5525 -1.0904 0.8277 -0.1 0.0 -0.1
C 1.3214 -4.1849 0.0214 0.1 0.1 0.1
C 0.0361 -4.0490 0.8340 0.4 0.6 0.2
C -0.8361 -5.2954 0.7314 -0.2 0.2 0.0
P -0.7539 -2.4214 0.3919 0.0 0.3 -0.2
C -2.5091 -2.4786 0.9928 0.4 0.6 0.3
C -3.1575 -1.1648 0.5675 0.0 0.0 0.0
C -2.5123 -2.6460 2.5113 0.1 -0.1 -0.1
C -0.8870 -2.2992 -1.4189 0.5 1.1 -0.1
C -1.1789 -3.3667 -2.2438 -0.1 0.0 -0.3
C -1.2075 -3.2445 -3.6355 0.1 0.5 0.2
C -1.4542 -4.4229 -4.5017 0.0 -0.2 -0.3
C -0.9646 -1.9801 -4.1946 -0.1 -0.7 0.2
C -0.6795 -0.9017 -3.4026 0.2 0.4 1.0
C -0.6112 -1.0193 -1.9870 -0.8 -2.5 -1.8
N -0.2223 0.0038 -1.2117 1.5 -0.9 5.6
C -0.1048 1.2874 -1.7072 0.4 2.1 -0.6
C 1.1814 1.8758 -1.7899 -0.5 -0.6 -0.1
C 2.3691 1.0364 -1.4459 0.2 0.0 0.2
C 1.3126 3.1600 -2.2820 -0.2 0.1 0.0
C 0.2023 3.9115 -2.6620 -0.2 -0.4 0.1
C 0.3326 5.3064 -3.1630 0.0 0.2 -0.2
C -1.0578 3.3154 -2.5823 0.4 0.2 0.0
C -1.2367 2.0255 -2.1291 0.3 -0.5 0.3
C -2.6076 1.4384 -2.0384 -0.1 0.0 0.0
H 1.9372 -4.9904 0.4165 0.0 0.0 0.0
H 1.9002 -3.2593 0.0570 0.1 0.0 -0.1
H 1.1000 -4.4075 -1.0198 0.0 0.0 -0.1
H 0.3061 -3.9108 1.8916 0.0 0.0 -0.1
H -1.1041 -5.5275 -0.2939 0.0 -0.1 -0.1
H -1.7478 -5.2074 1.3139 -0.1 -0.1 0.0
H -0.2764 -6.1444 1.1188 0.1 0.0 0.0
H -3.0301 -3.3147 0.5137 0.3 0.0 -0.1
H -2.5445 -0.3187 0.8992 -0.2 0.0 0.0
H -4.1523 -1.0668 0.9953 -0.1 0.0 0.1
H -3.2499 -1.1182 -0.5150 0.0 0.1 -0.1
H -1.7954 -1.9634 2.9659 0.0 0.0 0.1
H -2.2510 -3.6576 2.8105 0.0 -0.1 0.1
H -3.5011 -2.4301 2.9096 -0.1 0.0 0.0
H -1.3933 -4.3314 -1.8150 0.0 -0.1 0.0
H -1.7434 -5.2946 -3.9227 0.0 -0.1 0.0
H -0.5514 -4.6672 -5.0651 0.0 -0.1 0.0
H -2.2311 -4.2090 -5.2345 -0.1 0.0 0.0
H -0.9912 -1.8630 -5.2689 0.0 0.0 -0.1
H -0.4632 0.0580 -3.8481 0.0 0.1 -0.1
H 2.4829 0.2356 -2.1782 0.1 -0.1 0.0
H 2.2242 0.5674 -0.4591 0.4 0.2 -0.3
H 3.2838 1.6227 -1.4322 0.0 0.0 0.0
H 2.2972 3.5904 -2.3890 0.2 0.0 0.1
H 1.3058 5.7291 -2.9289 0.0 0.1 0.0
H -0.4467 5.9380 -2.7390 0.0 0.1 0.0
H 0.2052 5.3282 -4.2467 0.0 0.0 0.0
H -1.9222 3.8883 -2.8826 -0.1 0.1 0.0
H -3.3485 2.1564 -2.3772 -0.1 0.0 0.0
H -2.8313 1.1675 -1.0078 -0.1 -0.1 0.1
H -2.6956 0.5434 -2.6540 -0.1 0.0 0.0
Se 0.3140 2.8763 1.2364 -0.3 -0.1 0.0
C 1.1456 4.5796 1.2480 0.2 -0.4 0.0
C 0.3834 5.7196 1.4925 -0.3 -0.1 0.0
C 1.0304 6.9456 1.5145 -0.3 -0.4 0.0
N 2.3245 7.0474 1.3098 0.5 1.2 0.1
C 3.0612 5.9836 1.0865 -0.1 -0.7 -0.1
C 2.5165 4.7084 1.0426 0.2 0.0 0.0
H -0.6807 5.6581 1.6616 -0.1 -0.1 0.0
H 0.4959 7.8666 1.6949 -0.1 0.0 0.0
H 4.1159 6.1542 0.9337 0.2 -0.1 0.0
H 3.1418 3.8488 0.8556 0.0 -0.1 0.0
```
Forces are in eV/Å.

ΔE to the lowest compared entry with this formula, charge and spin values (in kJ/mol) by entry order: 0.0; 338.0.